[1]
{
  "formula": "C8H25CrHgO9S",
  "method": "the ωB97M-V functional and the def2-TZVPD basis",
  "homo_lumo_gap_ha": [0.2977, 0.3001],
  "multiplicity": 5,
  "fmax_ev_per_a": 1.41,
  "e_homo_ha": [-0.464, -0.464],
  "total_charge": 1,
  "lumo_ev": [-4.5, -4.5],
  "symbols": ["Hg", "Cr", "S", "O", "O", "O", "O", "O", "H", "C", "C", "O", "H", "H", "H", "H", "H", "H", "C", "C", "O", "H", "H", "H", "H", "H", "H", "C", "C", "O", "H", "H", "H", "H", "H", "H", "C", "C", "O", "H", "H", "H", "H", "H", "H"],
  "positions_angstrom": [[-0.950, 2.508, -0.482], [-1.847, 0.083, 1.910], [-3.658, 2.609, 0.756], [-4.996, 2.405, 0.330], [-3.430, 3.361, 1.952], [-2.953, 1.249, 0.902], [-2.863, 3.232, -0.418], [-0.237, 0.848, 0.737], [0.242, 0.146, 0.276], [-4.182, -2.766, -0.395], [-3.571, -1.412, -0.227], [-2.316, -1.498, 0.510], [-5.131, -2.744, -0.934], [-4.416, -3.263, 0.549], [-3.543, -3.451, -0.961], [-4.256, -0.762, 0.308], [-3.391, -0.959, -1.203], [-1.733, -2.087, -0.001], [1.254, -1.913, -1.304], [0.568, -3.226, -1.599], [-0.805, -3.156, -1.207], [1.051, -1.602, -0.279], [0.956, -1.142, -2.025], [2.329, -1.967, -1.490], [1.091, -4.071, -1.144], [0.626, -3.443, -2.671], [-1.346, -3.600, -1.867], [3.073, 2.924, -1.417], [2.063, 1.821, -1.563], [0.758, 2.311, -1.988], [2.717, 3.714, -0.751], [3.326, 3.414, -2.357], [3.976, 2.508, -0.969], [1.922, 1.323, -0.607], [2.399, 1.081, -2.290], [0.780, 2.510, -2.929], [3.609, -0.152, 2.770], [2.796, 1.119, 2.964], [1.380, 0.881, 2.932], [3.392, -0.628, 1.809], [3.425, -0.851, 3.582], [4.670, 0.102, 2.710], [3.030, 1.843, 2.172], [3.105, 1.624, 3.878], [1.088, 1.077, 2.033]]
}



[2]
{
  "formula": "C7H14N5O",
  "method": "the ωB97M-V functional and the def2-TZVPD basis",
  "homo_lumo_gap_ha": [0.3088, 0.1948],
  "multiplicity": 3,
  "fmax_ev_per_a": 4.24,
  "e_homo_ha": [-0.438, -0.475],
  "total_charge": 1,
  "lumo_ev": [-3.5, -7.6],
  "symbols": ["C", "C", "C", "C", "C", "C", "C", "N", "N", "N", "N", "N", "O", "H", "H", "H", "H", "H", "H", "H", "H", "H", "H", "H", "H", "H", "H"],
  "positions_angstrom": [[-0.277, 0.515, -2.574], [-1.098, 1.543, -2.663], [-0.037, -0.710, 0.767], [0.352, 0.430, -1.186], [0.005, -3.086, -1.330], [0.202, 1.750, 3.841], [1.065, -2.054, -1.007], [-1.295, 2.566, -1.762], [-1.166, 2.245, -0.535], [0.514, -0.814, -0.542], [-0.684, 1.068, -0.280], [-0.756, 0.477, 0.869], [0.540, 2.049, 2.490], [-0.097, -0.294, -3.148], [-1.701, 1.639, -3.530], [-0.714, -1.537, 1.131], [0.722, -0.887, 1.620], [1.219, 1.103, -1.063], [0.378, -3.988, -0.930], [-0.858, -2.730, -0.727], [-0.270, -3.106, -2.343], [0.235, 0.682, 3.890], [-0.930, 2.178, 3.926], [0.783, 2.163, 4.632], [1.640, -2.449, -0.186], [1.687, -1.841, -1.817], [0.542, 3.089, 2.460]]
}



[3]
{
  "formula": "C11H30O4PS",
  "method": "the ωB97M-V functional and the def2-TZVPD basis",
  "homo_lumo_gap_ha": 0.2445,
  "fmax_ev_per_a": 1.62,
  "e_homo_ha": -0.148,
  "total_charge": -1,
  "lumo_ev": 2.6,
  "symbols": ["C", "C", "C", "C", "C", "C", "C", "O", "P", "S", "O", "H", "H", "H", "H", "H", "H", "H", "H", "H", "H", "H", "H", "H", "H", "H", "H", "H", "H", "C", "C", "O", "H", "H", "H", "H", "H", "H", "C", "C", "O", "H", "H", "H", "H", "H", "H"],
  "positions_angstrom": [[4.357, 0.132, -1.699], [4.012, -1.074, -0.817], [2.531, -1.155, -0.464], [1.694, -1.745, -1.586], [0.189, -1.602, -1.418], [-0.309, -0.190, -1.251], [-1.248, 0.098, -0.125], [-1.488, 1.478, -0.233], [-1.467, 1.973, -1.918], [-3.657, 1.381, -2.063], [-0.949, 0.369, -2.374], [4.588, -0.150, -2.719], [3.554, 0.859, -1.703], [5.249, 0.618, -1.315], [4.337, -2.008, -1.271], [4.558, -0.977, 0.117], [2.442, -1.806, 0.407], [2.202, -0.167, -0.161], [2.029, -1.367, -2.550], [1.918, -2.812, -1.602], [-0.275, -1.990, -2.324], [-0.151, -2.263, -0.629], [0.539, 0.473, -1.034], [-2.191, -0.450, -0.214], [-0.858, -0.130, 0.874], [-0.100, 2.471, -1.824], [-1.888, 3.288, -1.511], [-1.418, 2.310, -3.311], [-4.171, 2.334, -1.280], [-2.923, 4.413, 1.034], [-3.955, 4.511, 2.138], [-4.533, 5.820, 2.229], [-2.125, 5.141, 1.192], [-2.485, 3.415, 0.983], [-3.373, 4.629, 0.062], [-3.503, 4.311, 3.108], [-4.752, 3.777, 1.978], [-4.943, 6.008, 1.377], [1.103, -4.814, 3.255], [1.124, -4.472, 1.775], [-0.036, -3.752, 1.380], [0.216, -5.400, 3.496], [1.989, -5.384, 3.540], [1.071, -3.905, 3.860], [1.140, -5.380, 1.175], [2.019, -3.888, 1.533], [-0.064, -2.930, 1.885]]
}



[4]
{
  "formula": "C6H13NO",
  "method": "the ωB97M-V functional and the def2-TZVPD basis",
  "homo_lumo_gap_ha": 0.3404,
  "fmax_ev_per_a": 0.88,
  "smiles": "C=C(C)O.C=CCN",
  "e_homo_ha": -0.305,
  "lumo_ev": 1.0,
  "symbols": ["N", "C", "C", "C", "H", "H", "H", "H", "H", "H", "H", "C", "C", "O", "C", "H", "H", "H", "H", "H", "H"],
  "positions_angstrom": [[2.021, 0.813, 0.997], [1.688, -0.551, 1.445], [-0.577, -1.586, 1.561], [0.245, -0.590, 1.875], [2.978, 0.832, 0.666], [2.003, 1.435, 1.793], [2.322, -0.921, 2.259], [1.809, -1.219, 0.592], [-1.618, -1.670, 1.834], [-0.127, -2.436, 1.055], [-0.130, 0.278, 2.411], [-1.139, 1.878, -1.446], [-0.754, 0.604, -1.603], [0.518, 0.173, -1.420], [-1.714, -0.460, -2.036], [-2.142, 2.172, -1.715], [-0.460, 2.618, -1.042], [0.980, 0.784, -0.797], [-2.542, 0.028, -2.548], [-1.252, -1.185, -2.706], [-2.111, -0.996, -1.173]]
}



[5]
{
  "formula": "C7H16N2O",
  "method": "the ωB97M-V functional and the def2-TZVPD basis",
  "homo_lumo_gap_ha": [0.2607, 0.2607],
  "fmax_ev_per_a": 4.66,
  "e_homo_ha": [-0.240, -0.240],
  "lumo_ev": [0.6, 0.6],
  "symbols": ["C", "C", "C", "O", "H", "H", "H", "H", "H", "H", "C", "C", "N", "C", "N", "C", "H", "H", "H", "H", "H", "H", "H", "H", "H", "H"],
  "positions_angstrom": [[-0.663, -0.896, 1.287], [-0.655, -2.406, 1.445], [0.722, 1.458, 1.150], [0.299, 2.183, 2.016], [1.652, 0.886, 1.212], [-0.127, -0.477, 2.144], [-1.674, -0.493, 1.361], [-1.252, -2.883, 0.661], [-1.057, -2.679, 2.427], [0.357, -2.821, 1.414], [1.074, 1.932, -1.239], [1.157, -1.161, -0.723], [0.143, 1.371, -0.216], [-0.185, -0.506, -0.450], [-1.158, 1.960, -0.248], [-1.173, -0.761, -1.375], [-1.347, 2.436, -1.125], [-1.278, 2.634, 0.507], [1.198, 3.001, -1.066], [0.656, 1.741, -2.225], [2.047, 1.450, -1.146], [1.031, -2.242, -0.784], [1.891, -0.942, 0.054], [1.553, -0.877, -1.702], [-2.180, -0.387, -1.246], [-1.029, -1.522, -2.131]]
}



[6]
{
  "formula": "CH2ClNO2S",
  "method": "the ωB97M-V functional and the def2-TZVPD basis",
  "homo_lumo_gap_ha": 0.3462,
  "fmax_ev_per_a": 3.38,
  "smiles": "NC(=O)OSCl",
  "e_homo_ha": -0.329,
  "lumo_ev": 0.5,
  "symbols": ["C", "N", "O", "O", "S", "Cl", "H", "H"],
  "positions_angstrom": [[0.358, -0.507, 0.227], [1.434, 0.180, -0.041], [-0.517, -0.094, -0.834], [0.015, -1.312, 1.057], [-2.125, -0.319, -0.739], [-2.803, 1.052, 0.537], [1.448, 0.826, -0.767], [2.191, 0.174, 0.561]]
}